Entry 1:
The following is a quantum chemistry calculation of a gas-phase ion, C3H6O2PS (charge -1) in a non-equilibrium geometry, from OMol25.

XYZ file:
```
13
Properties=species:S:1:pos:R:3:forces:R:3:mulliken_charge:R:1
S 2.72859 -1.43176 -0.09047 0.269 -0.920 0.501 -0.624
P 1.81959 0.29044 0.03598 0.162 0.308 0.188 0.636
O 1.93882 1.17270 -1.13508 -0.412 0.825 -0.699 -0.743
O 2.39596 1.13178 1.33020 0.983 -1.579 1.757 -0.549
C 0.05368 -0.00355 0.39976 -0.646 -0.854 1.607 -0.450
C -0.86062 0.15417 -0.54175 -1.443 -2.341 2.076 0.014
C -2.28461 -0.41663 -0.46702 1.437 1.194 -0.889 -1.084
H -0.68279 0.50469 -1.46039 1.464 1.673 -3.269 0.549
H -0.34490 -0.53830 1.35517 1.146 0.939 -1.469 0.080
H -2.42132 -0.38501 0.58446 -1.056 -1.030 0.984 0.341
H -2.88833 0.38618 -0.90064 -0.515 -0.448 -0.109 0.280
H 2.92850 0.51065 1.94095 -1.335 1.335 -1.665 0.310
H -2.38256 -1.37538 -1.05115 -0.055 0.897 0.986 0.241
```
Positions in Å, forces in eV/Å.

Output
LUMO energy = 3.7736 eV
E = -27430.2941 eV
total charge = -1
F_max = 3.95 eV/Å
structure (SMILES) = C/C=C/[P@@]([O-])(O)=S
relative energy (zero: lowest compared OMol25 entry of this formula, charge and spin) = 0.000 eV
HOMO-LUMO gap = 7.69 eV
multiplicity = 1
molar mass = 137.12 g mol⁻¹

=====

Entry 2:
The following is a quantum chemistry calculation of 3 unconnected molecules or ions with the total composition C5H15NO2 in a non-equilibrium geometry, from OMol25.

XYZ file:
```
23
Properties=species:S:1:pos:R:3:forces:R:3:mulliken_charge:R:1
O 2.85616 -0.68912 1.23392 0.334 -0.250 0.142 -0.574
O -2.83136 0.10298 2.08918 -0.942 -0.969 -0.455 -0.657
N -0.07719 -0.91211 1.07751 -0.420 -0.024 0.166 -0.555
C 0.07855 0.95286 -2.22741 0.468 0.498 -0.030 -1.506
C -0.91168 -1.65719 -1.07438 -0.709 0.332 -0.049 -1.634
C 0.74194 1.69589 0.10364 0.336 -0.580 0.198 -1.371
C -0.29325 -0.54400 -0.27509 0.499 -0.133 0.227 0.477
C 0.13619 0.62568 -0.75806 -0.434 -0.197 -0.706 1.070
H -0.58027 -1.71686 -2.10914 0.341 -0.173 0.197 0.396
H -0.87662 -1.39589 1.46857 -0.070 -0.139 -0.165 0.294
H 0.76373 2.66406 -0.39177 -0.123 0.034 0.050 0.391
H 0.22290 1.76502 1.05581 -0.250 0.369 0.157 0.341
H 2.64012 -1.62264 1.38546 -0.100 0.420 -0.106 0.294
H -2.35014 0.69833 1.51445 0.376 0.335 0.564 0.332
H -0.80239 -2.59751 -0.54287 0.336 -0.198 -0.190 0.414
H 0.07149 -0.11475 1.67795 0.362 0.077 -0.007 0.228
H 1.76001 1.41729 0.38384 0.150 0.100 -0.130 0.219
H 1.08524 1.17808 -2.59349 0.158 -0.103 0.023 0.307
H 3.80802 -0.62108 1.38267 -0.162 -0.061 -0.031 0.271
H -2.67606 0.18085 3.02917 0.488 0.648 -0.116 0.313
H -0.44951 1.89601 -2.37549 -0.317 -0.026 -0.092 0.297
H -0.32419 0.20209 -2.90285 -0.192 -0.057 0.260 0.358
H -1.99170 -1.50800 -1.15165 -0.130 0.099 0.093 0.294
```
Positions in Å, forces in eV/Å.

Output
LUMO energy = 0.7447 eV
E = -11012.9536 eV
total charge = 0
F_max = 1.43 eV/Å
structure (SMILES) = CC(C)=C(C)N.O.O
relative energy (zero: lowest compared OMol25 entry of this formula, charge and spin) = 0.993 eV
HOMO-LUMO gap = 8.26 eV
multiplicity = 1
molar mass = 121.18 g mol⁻¹